Formula: C24H60F12N5O17S4
Source: the OMol25 dataset
Level of theory: the ωB97M-V functional and the def2-TZVPD basis

Element x y z (Å)
1 O -2.74 2.58 0.51
2 H -1.36 -0.13 -0.02
3 H -0.36 2.21 3.66
4 C -5.72 -6.66 1.90
5 H -7.09 0.90 -0.17
6 H 3.65 3.18 2.42
7 N -3.91 -7.74 0.58
8 H 1.55 1.58 1.46
9 S 3.41 6.32 -0.74
10 H 7.40 -3.15 -1.52
11 O 3.61 -1.83 3.13
12 O 1.29 -0.80 -1.87
13 C 1.30 -0.42 -0.48
14 H 4.06 4.54 3.36
15 C -4.79 -6.53 0.71
16 H 2.66 -2.34 -1.68
17 C 6.59 -2.78 -3.51
18 F -1.20 5.96 0.09
19 O 3.24 7.17 -1.88
20 O 3.57 0.28 1.88
21 C -2.06 -2.30 3.30
22 H 3.72 4.75 1.63
23 H -7.31 0.40 -4.54
24 O -3.67 4.69 1.32
25 F 3.73 4.36 -2.42
26 H -5.56 0.68 -4.74
27 F -0.78 -2.33 3.05
28 C 7.00 -3.68 -2.39
29 H -0.09 2.04 1.46
30 F 4.62 -1.10 -0.38
31 F 5.52 -2.73 0.74
32 C 3.94 -0.51 -4.35
33 O 1.59 2.72 4.30
34 C 0.55 1.19 1.21
35 S 4.32 -0.90 2.29
36 H 1.03 6.42 3.18
37 N 1.82 6.03 2.65
38 H -4.55 -4.42 0.89
39 H 0.95 -2.82 -1.43
40 H -0.17 2.46 5.40
41 H 6.14 -4.28 -2.10
42 N 7.69 -1.84 -3.91
43 H 3.07 -1.18 -4.37
44 O 2.41 6.50 0.31
45 H 2.32 -0.17 -0.14
46 C 0.35 2.10 4.49
47 O 4.75 6.07 -0.29
48 H -6.18 1.98 0.75
49 F 3.37 -2.65 0.49
50 H 3.91 0.12 -3.47
51 H 3.80 0.15 -5.21
52 H 7.36 -1.16 -4.61
53 H 7.75 -4.40 -2.72
54 F 1.67 4.73 -1.90
55 S -2.74 -0.62 2.99
56 H 1.35 4.17 1.90
57 C -2.65 -4.02 -0.86
58 F -2.49 4.98 -1.36
59 H -1.03 0.54 -1.56
60 O -2.48 -0.28 1.59
61 O -1.47 3.98 2.08
62 O -6.32 0.77 -2.80
63 C 0.53 0.82 -0.21
64 H -3.21 -3.17 -0.49
65 H 2.67 6.47 3.01
66 O 5.71 -0.68 2.60
67 H 0.38 4.36 4.25
68 H -5.60 -1.03 -0.68
69 H 0.39 1.02 4.59
70 F 3.03 3.73 -0.51
71 C 5.38 -1.96 -3.29
72 H 5.54 -1.34 -2.38
73 C -3.94 -5.31 0.64
74 N -6.38 1.65 -0.20
75 H -3.40 -7.74 -0.31
76 H -6.20 -5.69 2.05
77 O -3.39 -5.23 -0.66
78 H 0.38 0.40 1.94
79 H -5.44 -6.57 -0.17
80 H 0.83 1.61 -0.87
81 H 4.54 -2.61 -2.99
82 H -3.90 -0.67 -0.52
83 C -1.67 4.79 -0.32
84 H -6.45 -7.44 1.75
85 C 4.47 -1.88 0.73
86 H 1.03 -1.23 0.23
87 F -0.60 4.08 -0.75
88 H -4.23 0.94 -2.73
89 H -2.39 -4.00 -1.91
90 C -5.13 1.11 -0.83
91 H 8.05 -1.34 -3.08
92 H -4.42 -8.63 0.69
93 H -5.16 -6.80 2.84
94 F -2.26 -2.63 4.56
95 H 1.78 6.31 1.64
96 H -3.15 -5.31 1.42
97 H -1.51 1.45 -0.26
98 H -6.81 2.37 -0.79
99 H -1.70 -4.07 -0.31
100 S -2.49 3.91 1.06
101 C 3.40 4.24 2.53
102 C -6.45 0.98 -4.21
103 H -5.08 -0.29 0.78
104 F -2.64 -3.30 2.54
105 H -6.74 2.03 -4.38
106 O 5.19 -1.17 -4.40
107 H 2.02 4.59 4.88
108 H 8.47 -2.40 -4.27
109 H -3.20 -7.72 1.33
110 H -5.20 2.43 -2.49
111 C 1.94 4.51 2.76
112 H 6.43 -3.38 -4.41
113 C 1.63 -2.19 -2.02
114 N -0.92 0.64 -0.55
115 C -4.87 -0.28 -0.29
116 H -4.32 1.73 -0.40
117 O -4.14 -0.67 3.32
118 O -1.89 0.11 3.88
119 H 1.55 -2.48 -3.07
120 C 1.44 4.09 4.10
121 C 2.93 4.70 -1.42
122 C -5.15 1.34 -2.29

Summary:
Charge: +1
ΔE to the lowest compared entry with this formula, charge and spin, kcal/mol: 0.0